20
Properties=species:S:1:pos:R:3:lowdin_charge:R:1 method="wB97M-V/def2-TZVPD" total_charge=0 e_above_lowest_kj_mol=372.9 total_energy_ev=-13456.07683 homo_lumo_gap_ev=10.20
O -2.8683 1.7812 0.1105 0.122
C -2.4365 0.6631 0.0526 -0.346
C -2.9029 -0.6464 -0.5601 -0.102
N -1.5641 -1.2062 -0.2654 -0.001
C -1.1527 -0.0164 0.5203 -0.275
C 0.1664 0.6254 0.1219 -0.159
C 1.3403 -0.2826 0.4599 -0.130
C 2.7037 0.3315 0.2671 -0.493
N 3.0739 0.9393 -0.8410 0.081
H -3.7343 -1.0921 0.0104 0.126
H -3.1746 -0.6080 -1.6253 0.120
H -1.5889 -2.0658 0.2722 0.107
H -1.1872 -0.1813 1.6125 0.161
H 0.1398 0.8282 -0.9600 0.128
H 0.2536 1.5916 0.6421 0.134
H 1.3001 -0.6138 1.5092 0.125
H 1.2851 -1.1955 -0.1533 0.139
O 3.7055 -0.4698 0.5371 -0.061
H 2.3785 1.5931 -1.1854 0.054
H 4.2626 0.0247 -0.5252 0.270